DFT (wB97M-V/def2-TZVPD) results for a cluster of 15 separate species, C29H77FNO18S in total.

Values from the calculation:
E_LUMO: -3.416 eV
HOMO level: -11.75 eV
Net charge: +1

The geometry in XYZ format:
```
127
Properties=species:S:1:pos:R:3:mulliken_charge:R:1
C 2.68 -0.53 1.17 -0.95
C 2.09 -1.95 1.10 -0.29
C 0.64 -2.04 1.49 -0.45
O -0.29 -1.28 0.66 -0.18
C 0.00 -1.11 -0.65 0.26
C 0.15 0.20 -1.06 -0.26
C -0.05 1.39 -0.15 0.76
C -1.36 1.42 0.62 -1.02
F 0.06 2.53 -0.97 -0.36
N 0.47 0.45 -2.34 0.17
C 0.69 -0.51 -3.26 0.15
C 1.15 -0.06 -4.61 -1.41
C 0.20 -0.35 -5.76 -0.03
O 0.33 0.25 -6.78 -0.48
C 0.51 -1.84 -2.89 0.42
S 0.83 -3.07 -4.12 -0.13
C 0.10 -2.15 -1.58 0.64
C -0.25 -3.54 -1.17 -1.79
C -1.76 -3.64 -0.87 0.00
C -2.59 -3.61 -2.12 0.22
O -2.25 -3.04 -3.12 -0.47
O -3.76 -4.29 -2.01 -0.52
H 2.77 -0.09 0.18 0.15
H 3.68 -0.57 1.58 0.36
H 2.05 0.12 1.77 0.17
H 2.30 -2.42 0.13 0.20
H 2.62 -2.55 1.84 0.62
H 0.52 -1.62 2.48 0.47
H 0.30 -3.07 1.55 -0.08
H 0.80 1.44 0.53 0.13
H -1.87 2.36 0.43 0.41
H -1.16 1.33 1.68 0.27
H -2.00 0.59 0.36 0.06
H 0.62 1.42 -2.62 0.33
H 1.33 1.01 -4.62 0.24
H 2.10 -0.56 -4.80 0.44
H -0.59 -1.11 -5.61 0.50
H 1.87 -3.63 -3.48 0.24
H 0.28 -3.83 -0.27 0.32
H 0.01 -4.25 -1.95 0.84
H -2.01 -4.52 -0.29 0.48
H -2.07 -2.77 -0.28 0.16
H -4.47 -3.64 -2.16 0.38
C -1.66 -1.21 5.24 -0.47
O -1.34 -0.30 4.18 -0.48
H -1.57 -0.67 6.18 0.30
H -2.66 -1.61 5.11 0.14
H -0.95 -2.04 5.26 0.29
H -1.43 -0.79 3.35 0.28
C 5.88 -2.71 3.15 -0.58
O 4.53 -2.62 3.62 -0.45
H 5.83 -3.07 2.13 0.21
H 6.37 -1.74 3.17 0.28
H 6.46 -3.42 3.74 0.30
H 4.56 -2.31 4.53 0.27
C 3.56 3.10 -2.91 -0.68
O 2.64 2.28 -2.15 -0.37
H 3.95 2.50 -3.73 0.17
H 3.05 3.97 -3.33 0.34
H 4.38 3.42 -2.28 0.34
H 2.30 2.85 -1.45 0.19
C -6.09 -2.19 4.52 -0.67
O -4.77 -1.71 4.21 -0.41
H -6.08 -3.27 4.47 0.20
H -6.38 -1.88 5.52 0.28
H -6.81 -1.80 3.80 0.34
H -4.79 -0.75 4.25 0.24
C -7.67 -4.28 7.06 -0.55
O -8.66 -3.91 6.10 -0.53
H -6.94 -4.92 6.56 0.12
H -7.16 -3.40 7.45 0.29
H -8.11 -4.84 7.88 0.38
H -9.30 -3.35 6.55 0.30
C 3.99 0.05 -7.25 -0.60
O 3.22 1.21 -7.56 -0.51
H 4.97 0.19 -7.69 0.31
H 4.11 -0.10 -6.17 0.22
H 3.55 -0.85 -7.68 0.31
H 2.34 1.09 -7.17 0.27
C 5.06 4.37 -6.96 -0.72
O 4.20 3.93 -5.92 -0.35
H 5.63 5.21 -6.57 0.22
H 5.74 3.58 -7.27 0.29
H 4.48 4.71 -7.83 0.32
H 3.69 3.19 -6.28 0.24
C 0.26 5.47 -5.00 -0.51
O 1.63 5.64 -4.68 -0.42
H -0.30 5.48 -4.06 0.16
H -0.11 6.29 -5.62 0.33
H 0.07 4.53 -5.52 0.19
H 2.14 5.63 -5.50 0.24
C 0.08 6.33 -0.03 -0.50
O -1.20 5.69 -0.11 -0.53
H -0.06 7.30 0.44 0.25
H 0.77 5.74 0.57 0.23
H 0.50 6.48 -1.03 0.25
H -1.06 4.84 -0.53 0.28
C -1.94 -4.08 2.93 -0.57
O -2.95 -3.66 2.02 -0.32
H -1.25 -4.74 2.40 0.33
H -1.39 -3.21 3.31 -0.02
H -2.37 -4.63 3.77 0.37
H -3.56 -3.09 2.51 0.16
C 0.30 6.76 3.96 -0.47
O 1.63 7.15 3.64 -0.51
H 0.30 5.67 4.04 0.17
H -0.02 7.18 4.91 0.30
H -0.40 7.06 3.17 0.21
H 1.65 8.11 3.57 0.30
C 8.12 4.93 -4.82 -0.37
O 8.77 4.10 -5.77 -0.50
H 7.14 4.50 -4.64 0.01
H 8.67 4.97 -3.88 0.31
H 7.99 5.95 -5.21 0.26
H 9.64 4.47 -5.95 0.29
C -5.26 -1.62 0.72 0.01
O -5.39 -2.73 -0.15 -0.55
H -5.90 -0.83 0.37 0.39
H -5.54 -1.89 1.74 -0.03
H -4.22 -1.27 0.73 -0.10
H -4.80 -3.43 0.17 0.34
C -4.85 -6.42 8.95 -0.59
O -4.51 -5.52 7.90 -0.46
H -4.81 -5.85 9.88 0.23
H -5.85 -6.82 8.83 0.26
H -4.14 -7.24 9.02 0.27
H -4.54 -6.01 7.07 0.28
```



DFT (wB97M-V/def2-TZVPD) results for a cluster of 8 separate species, C29H78N6O8 in total.

Values from the calculation:
E_LUMO: -1.828 eV
ΔE to the lowest compared entry with this formula, charge and spin: 157.0 kcal/mol
HOMO level: -5.32 eV

The geometry in XYZ format:
```
121
Properties=species:S:1:pos:R:3:mulliken_charge:R:1
O -0.86 0.19 -1.33 -0.48
H -1.59 0.59 -1.81 0.43
H -0.11 0.70 -1.66 0.47
H -0.92 0.36 -0.39 0.50
O -1.10 0.87 3.32 -1.07
H -0.82 1.10 4.22 0.14
C -6.84 2.02 -4.02 -1.46
C -5.53 1.30 -4.29 0.54
C -5.37 0.65 -5.64 -0.84
O -4.27 -0.26 -5.70 -0.28
C -4.11 -1.00 -6.87 -0.77
N -4.46 2.27 -4.11 -0.66
H -7.16 2.61 -4.88 0.34
H -6.77 2.82 -3.28 0.41
H -7.65 1.35 -3.74 0.33
H -5.43 0.49 -3.57 0.21
H -5.30 1.37 -6.46 0.37
H -6.27 0.10 -5.93 0.43
H -4.15 -0.38 -7.77 0.31
H -4.91 -1.73 -6.96 0.30
H -3.20 -1.61 -6.89 0.25
H -4.45 2.89 -4.90 0.26
H -4.71 2.82 -3.31 0.26
C 2.56 2.53 -6.15 -1.56
C 3.58 2.30 -5.12 0.51
C 5.01 2.95 -5.36 -0.68
O 5.78 2.90 -4.19 -0.40
C 6.12 1.62 -3.79 -0.80
N 3.09 2.62 -3.80 -0.60
H 2.76 2.27 -7.19 0.36
H 2.42 3.61 -6.16 0.36
H 1.57 2.18 -5.87 0.34
H 3.87 1.25 -5.11 0.25
H 5.07 4.02 -5.55 0.36
H 5.41 2.50 -6.27 0.38
H 5.32 1.04 -3.32 0.33
H 7.01 1.77 -3.18 0.29
H 6.54 1.03 -4.60 0.32
H 3.87 2.53 -3.17 0.29
H 2.90 3.61 -3.77 0.27
C 6.43 -2.01 4.75 -1.28
C 5.45 -0.89 4.57 0.58
C 6.12 0.33 3.83 -0.81
O 7.39 0.72 4.44 -0.30
C 7.92 1.90 3.78 -0.67
N 4.24 -1.49 3.91 -0.77
H 5.96 -2.91 5.13 0.40
H 7.13 -1.66 5.51 0.32
H 7.02 -2.26 3.87 0.28
H 5.12 -0.50 5.53 0.20
H 5.40 1.13 3.68 0.39
H 6.51 0.19 2.82 0.35
H 7.07 2.58 3.79 0.29
H 8.13 1.62 2.74 0.28
H 8.77 2.28 4.34 0.23
H 3.50 -0.81 3.94 0.26
H 3.89 -2.29 4.42 0.24
C 0.17 4.91 6.94 -1.49
C -0.50 5.98 6.11 0.72
C 0.00 7.44 6.43 -0.74
O -0.77 7.88 7.61 -0.38
C -2.14 7.94 7.43 -0.73
N -0.20 5.70 4.71 -0.80
H 1.24 4.76 6.78 0.35
H -0.38 3.97 6.93 0.43
H 0.12 5.12 8.01 0.36
H -1.59 5.87 6.20 0.17
H -0.16 8.08 5.57 0.35
H 1.06 7.43 6.68 0.34
H -2.43 8.25 6.42 0.35
H -2.57 8.72 8.06 0.25
H -2.60 6.99 7.69 0.25
H -0.47 4.73 4.61 0.30
H 0.79 5.53 4.64 0.28
C -8.02 5.94 3.23 -1.40
C -7.58 4.61 3.51 0.63
C -8.75 3.66 3.29 -0.77
O -9.71 3.65 4.35 -0.34
C -10.61 2.53 4.22 -0.70
N -6.53 4.28 2.50 -0.80
H -7.20 6.65 3.37 0.35
H -8.80 6.24 3.94 0.35
H -8.53 6.09 2.28 0.31
H -7.11 4.55 4.49 0.29
H -8.41 2.62 3.23 0.32
H -9.12 3.76 2.27 0.38
H -10.02 1.61 4.28 0.30
H -11.15 2.65 3.29 0.29
H -11.34 2.56 5.03 0.25
H -6.21 3.34 2.66 0.26
H -5.71 4.82 2.76 0.27
C 4.97 -7.41 -1.44 -1.86
C 3.74 -7.71 -2.37 1.32
C 3.63 -9.28 -2.35 -1.02
C 2.34 -9.72 -2.97 -0.76
C 1.14 -9.21 -2.28 -0.96
C 1.17 -7.60 -2.21 1.32
N 2.52 -7.13 -1.74 0.28
O 2.59 -5.76 -1.65 -0.50
C 0.64 -6.97 -3.46 -1.64
C 0.11 -7.24 -1.12 -1.88
C 4.05 -7.31 -3.81 -1.71
H 5.16 -6.34 -1.36 0.38
H 5.91 -7.92 -1.68 0.35
H 4.64 -7.68 -0.44 0.47
H 4.41 -9.70 -2.98 0.47
H 3.51 -9.61 -1.31 0.34
H 2.23 -10.80 -3.02 0.38
H 2.23 -9.56 -4.05 0.40
H 0.91 -9.64 -1.31 0.38
H 0.38 -9.43 -3.03 0.35
H -0.37 -7.31 -3.72 0.44
H 0.54 -5.89 -3.33 0.38
H 1.25 -7.09 -4.35 0.31
H 0.40 -7.56 -0.12 0.44
H -0.01 -6.15 -1.18 0.43
H -0.78 -7.78 -1.45 0.41
H 4.08 -6.22 -3.88 0.34
H 3.26 -7.61 -4.49 0.33
H 4.95 -7.81 -4.17 0.42
H 2.71 -5.62 -0.71 0.36
```



Total energy for every record listed, in sequence, given in eV: -83208.0743; -56645.3746.